{"formula": "C6H9ClN", "method": "ωB97M-V/def2-TZVPD", "elements": ["C", "C", "C", "C", "C", "C", "N", "Cl", "H", "H", "H", "H", "H", "H", "H", "H", "H"], "positions_angstrom": [[0.3842, -0.6618, -0.0189], [0.9453, 0.6600, 0.1721], [-1.6695, 0.4566, -0.3459], [0.3437, 1.6204, 0.8544], [2.4179, 1.0414, -0.3389], [-1.7573, -1.9187, -0.3596], [-0.9387, -0.6970, -0.1859], [-3.1748, 0.5877, 0.3967], [0.9901, -1.5437, -0.0991], [-0.4654, 1.3566, 1.5368], [0.6741, 2.6482, 0.9305], [2.6791, 0.6257, -1.3670], [3.0776, 0.3733, 0.3232], [2.6270, 2.0875, -0.2348], [-2.7950, -1.7491, 0.0991], [-1.3307, -2.8267, 0.0726], [-2.0073, -2.0601, -1.4351]], "de_lowest_kcal_mol": 73.0, "charge": 1, "molar_mass_g_mol": 130.60, "fmax_ev_per_a": 4.07, "homo_energy_ha": [-0.500, -0.500], "multiplicity": 1, "total_energy_ev": -20369.0782}